{"formula": "C18H41N2P3PtSSe", "method": "ωB97M-V/def2-TZVPD", "symbols": ["Pt", "P", "P", "P", "H", "C", "C", "H", "C", "C", "C", "C", "C", "C", "C", "C", "C", "H", "H", "H", "H", "H", "H", "H", "H", "H", "H", "H", "H", "H", "H", "H", "H", "H", "H", "H", "H", "H", "H", "H", "H", "H", "H", "H", "H", "H", "C", "C", "C", "C", "C", "C", "Se", "H", "H", "H", "H", "H", "H", "N", "C", "N", "S", "H", "H", "H", "H"], "positions_angstrom": [[0.359, 0.160, 0.755], [0.493, 1.809, 2.402], [1.586, -1.538, 2.006], [-1.689, -0.684, 0.993], [-1.866, 2.795, -6.202], [-2.721, 3.228, -5.668], [-2.530, 3.844, -4.488], [-1.523, 4.058, -4.099], [2.084, 2.733, 2.497], [0.219, 1.241, 4.114], [-0.773, 3.041, 1.995], [2.160, -3.010, 1.121], [3.076, -0.897, 2.853], [0.641, -2.280, 3.373], [-2.972, 0.001, -0.115], [-2.476, -0.462, 2.623], [-1.935, -2.471, 0.662], [-3.694, 3.187, -6.185], [-3.381, 4.194, -3.900], [2.210, 3.327, 1.580], [2.916, 2.020, 2.601], [2.047, 3.397, 3.377], [1.022, 0.572, 4.449], [-0.748, 0.733, 4.200], [0.217, 2.133, 4.754], [-0.564, 3.465, 1.004], [-0.744, 3.832, 2.753], [-1.761, 2.564, 1.986], [2.610, -3.713, 1.836], [2.901, -2.722, 0.367], [1.297, -3.472, 0.628], [3.587, -1.753, 3.320], [2.767, -0.172, 3.615], [3.741, -0.424, 2.114], [1.241, -3.056, 3.870], [-0.268, -2.743, 2.985], [0.378, -1.521, 4.115], [-3.917, -0.554, 0.022], [-2.606, -0.109, -1.145], [-3.116, 1.058, 0.145], [-3.507, -0.846, 2.563], [-2.511, 0.602, 2.893], [-1.928, -1.031, 3.383], [-2.978, -2.720, 0.927], [-1.252, -3.084, 1.263], [-1.763, -2.668, -0.408], [-0.623, -1.261, -3.208], [-0.577, 0.126, -3.359], [-1.464, 0.740, -4.231], [-2.434, -0.037, -4.889], [-2.468, -1.442, -4.760], [-1.563, -2.054, -3.894], [0.647, -2.247, -2.116], [1.173, -0.976, -1.489], [0.163, 0.685, -2.797], [-1.387, 1.818, -4.345], [-3.143, 0.470, -5.545], [-3.190, -2.036, -5.338], [-1.566, -3.140, -3.777], [3.516, -1.276, -1.081], [3.625, -0.104, -0.389], [4.792, 0.096, 0.290], [2.389, 1.054, -0.255], [4.389, -1.663, -1.428], [2.753, -1.376, -1.796], [5.074, 1.060, 0.450], [5.565, -0.504, 0.024]], "de_lowest_ev": 0.877, "multiplicity": 5, "s2": 6.0288, "charge": 4}



{"formula": "C18H41N3O5", "method": "ωB97M-V/def2-TZVPD", "symbols": ["C", "C", "C", "C", "C", "C", "C", "C", "C", "C", "C", "C", "C", "N", "C", "C", "O", "C", "H", "H", "H", "H", "H", "H", "H", "H", "H", "H", "H", "H", "H", "H", "H", "H", "H", "H", "H", "H", "H", "H", "H", "H", "H", "H", "H", "H", "H", "H", "H", "H", "H", "H", "H", "C", "N", "O", "O", "H", "H", "H", "C", "N", "O", "O", "H", "H", "H"], "positions_angstrom": [[0.892, -0.731, 2.538], [0.398, 0.324, 1.542], [1.419, 1.420, 1.253], [0.834, 2.620, 0.513], [0.323, 2.295, -0.905], [-1.175, 2.544, -1.138], [-2.026, 1.269, -1.085], [-2.135, 0.603, -2.448], [-2.739, -0.792, -2.400], [-1.954, -1.829, -1.587], [-0.448, -1.624, -1.605], [0.319, -2.785, -0.999], [1.848, -2.650, -1.118], [2.394, -1.306, -1.000], [2.616, -0.555, -2.229], [3.949, 0.214, -2.238], [4.805, -0.132, -3.302], [5.403, -1.392, -3.119], [1.428, -1.525, 2.020], [0.046, -1.204, 3.030], [1.540, -0.297, 3.293], [-0.535, 0.765, 1.897], [0.162, -0.181, 0.603], [1.878, 1.749, 2.184], [2.208, 0.996, 0.626], [1.615, 3.377, 0.441], [0.033, 3.055, 1.112], [0.882, 2.910, -1.608], [0.566, 1.257, -1.139], [-1.562, 3.259, -0.414], [-1.300, 2.984, -2.127], [-1.602, 0.591, -0.342], [-3.031, 1.502, -0.737], [-2.792, 1.227, -3.058], [-1.169, 0.611, -2.959], [-3.746, -0.690, -1.995], [-2.852, -1.159, -3.420], [-2.318, -1.847, -0.559], [-2.151, -2.815, -2.010], [-0.202, -0.705, -1.068], [-0.113, -1.473, -2.635], [0.038, -2.934, 0.044], [0.023, -3.694, -1.528], [2.158, -3.071, -2.073], [2.302, -3.280, -0.351], [1.859, -0.762, -0.339], [1.805, 0.157, -2.416], [2.605, -1.238, -3.077], [3.761, 1.281, -2.331], [4.442, 0.041, -1.276], [6.059, -1.568, -3.966], [4.666, -2.200, -3.080], [5.987, -1.421, -2.196], [-3.685, 4.823, 1.841], [-4.069, 3.638, 1.024], [-3.995, 2.545, 1.543], [-4.425, 3.851, -0.115], [-3.389, 4.477, 2.823], [-2.868, 5.318, 1.326], [-4.552, 5.475, 1.889], [-2.052, -3.361, 5.652], [-0.771, -2.653, 5.929], [0.177, -2.897, 5.215], [-0.770, -1.871, 6.856], [-1.901, -4.018, 4.804], [-2.314, -3.915, 6.548], [-2.800, -2.603, 5.445]], "de_lowest_ev": 5.295, "smiles": "CCCCCCCCCCCCCNCCOC.C[N+](=O)[O-].C[N+](=O)[O-]"}



{"formula": "C18H42BrO22P3", "method": "ωB97M-V/def2-TZVPD", "symbols": ["O", "H", "H", "H", "Br", "C", "C", "O", "C", "O", "O", "H", "H", "H", "H", "C", "C", "O", "C", "O", "O", "H", "H", "H", "H", "C", "C", "O", "C", "O", "O", "H", "H", "H", "H", "C", "O", "P", "O", "O", "C", "O", "C", "H", "H", "H", "H", "H", "H", "H", "H", "H", "C", "O", "P", "O", "O", "C", "O", "C", "H", "H", "H", "H", "H", "H", "H", "H", "H", "C", "O", "P", "O", "O", "C", "O", "C", "H", "H", "H", "H", "H", "H", "H", "H", "H"], "positions_angstrom": [[-0.448, -0.195, 0.887], [-0.691, -0.306, -0.033], [-0.097, -1.106, 1.273], [0.358, 0.573, 1.024], [1.007, -2.648, 1.758], [1.092, -0.268, 4.425], [2.515, -0.966, 4.407], [3.171, -0.373, 5.582], [2.300, 0.481, 6.207], [2.569, 1.163, 7.153], [1.124, 0.517, 5.583], [0.318, -1.087, 4.351], [0.963, 0.429, 3.583], [3.164, -0.673, 3.521], [2.481, -2.035, 4.470], [0.440, -5.275, -0.359], [1.627, -4.859, -1.202], [1.010, -4.513, -2.424], [-0.217, -4.885, -2.486], [-0.969, -4.686, -3.399], [-0.574, -5.609, -1.408], [0.052, -4.468, 0.245], [0.507, -6.186, 0.264], [2.237, -5.708, -1.368], [2.136, -4.034, -0.716], [-4.058, -3.805, -3.910], [-4.182, -3.652, -2.391], [-4.494, -2.272, -2.200], [-4.257, -1.623, -3.323], [-4.328, -0.444, -3.487], [-3.874, -2.477, -4.342], [-4.923, -4.247, -4.454], [-3.152, -4.292, -4.167], [-3.183, -3.903, -2.053], [-5.010, -4.242, -2.011], [-4.032, 4.647, 1.108], [-3.402, 3.745, 1.963], [-2.110, 2.937, 1.541], [-1.916, 2.861, 0.106], [-0.918, 3.768, 2.073], [-0.444, 3.742, 3.499], [-2.198, 1.655, 2.469], [-3.308, 0.798, 2.327], [-3.926, 4.361, 0.060], [-3.554, 5.713, 1.195], [-5.109, 4.716, 1.441], [0.340, 4.481, 3.399], [-0.183, 2.695, 3.773], [-1.222, 4.070, 4.130], [-4.280, 1.341, 2.051], [-3.573, 0.468, 3.308], [-3.134, -0.043, 1.682], [0.087, -1.939, -4.376], [0.895, -1.154, -3.473], [0.067, 0.032, -2.684], [-0.737, -0.419, -1.576], [1.281, 0.892, -2.215], [2.414, 1.111, -3.053], [-0.691, 0.801, -3.828], [-1.829, 1.564, -3.355], [-0.920, -2.109, -3.999], [0.556, -2.901, -4.388], [0.150, -1.534, -5.385], [2.839, 0.256, -3.425], [3.133, 1.535, -2.368], [2.130, 1.834, -3.784], [-2.583, 1.378, -4.080], [-1.590, 2.629, -3.258], [-2.175, 1.249, -2.363], [3.448, -0.419, -0.122], [3.464, 1.090, -0.093], [2.651, 1.888, 0.990], [1.231, 1.536, 1.122], [3.435, 1.657, 2.385], [4.714, 2.291, 2.676], [2.916, 3.337, 0.584], [2.088, 3.959, -0.540], [2.534, -0.947, 0.118], [4.196, -0.786, 0.568], [3.681, -0.735, -1.119], [5.227, 2.625, 1.778], [5.382, 1.592, 3.239], [4.493, 3.149, 3.295], [2.248, 3.382, -1.446], [2.633, 4.905, -0.648], [0.987, 3.970, -0.298]], "energy_ha": -5964.72756}



{"formula": "C18H42Cl4N3O18", "method": "ωB97M-V/def2-TZVPD", "symbols": ["N", "H", "H", "H", "H", "Cl", "O", "O", "O", "O", "Cl", "O", "O", "O", "O", "Cl", "O", "O", "O", "O", "Cl", "O", "O", "O", "O", "C", "C", "C", "C", "C", "C", "N", "O", "C", "C", "C", "H", "H", "H", "H", "H", "H", "H", "H", "H", "H", "H", "H", "H", "H", "H", "H", "H", "H", "H", "C", "C", "C", "C", "C", "C", "N", "O", "C", "C", "C", "H", "H", "H", "H", "H", "H", "H", "H", "H", "H", "H", "H", "H", "H", "H", "H", "H", "H", "H"], "positions_angstrom": [[-0.641, -1.066, -0.366], [-0.787, -1.580, -1.223], [-0.767, -1.481, 0.546], [-1.287, -0.291, -0.333], [0.296, -0.701, -0.461], [-1.704, -0.513, -3.087], [-2.070, -0.964, -1.815], [-2.013, -1.660, -3.845], [-2.655, 0.514, -3.402], [-0.347, -0.166, -3.117], [-0.537, -4.021, -2.114], [0.410, -4.826, -2.846], [-0.839, -4.697, -0.836], [-0.058, -2.738, -1.888], [-1.754, -3.885, -2.852], [0.369, -3.424, 1.786], [0.094, -2.198, 2.465], [1.747, -3.729, 1.969], [-0.436, -4.403, 2.440], [-0.013, -3.316, 0.437], [-2.924, -2.766, 0.686], [-4.297, -2.542, 0.631], [-2.249, -1.833, 1.416], [-2.731, -4.092, 1.137], [-2.549, -2.560, -0.663], [3.215, -1.755, 0.991], [2.430, -0.399, 0.846], [3.304, 0.900, 1.259], [4.451, 1.170, 0.263], [3.799, 1.443, -1.118], [2.787, 0.361, -1.623], [1.912, -0.167, -0.574], [1.100, -1.186, -1.025], [1.807, 1.096, -2.486], [3.543, -0.711, -2.429], [1.303, -0.431, 1.865], [3.857, -1.994, 0.143], [2.533, -2.604, 1.028], [3.761, -1.761, 1.934], [2.792, 1.858, 1.340], [3.716, 0.878, 2.268], [5.215, 0.417, 0.457], [4.956, 2.009, 0.741], [4.718, 1.405, -1.702], [3.590, 2.498, -1.291], [2.107, 1.410, -3.485], [0.947, 0.449, -2.658], [1.321, 1.959, -2.031], [2.818, -1.373, -2.903], [4.116, -0.274, -3.247], [4.313, -1.178, -1.814], [0.674, 0.413, 1.582], [1.604, -0.340, 2.909], [0.692, -1.313, 1.672], [1.749, -1.890, -1.101], [-0.564, 2.421, 2.627], [-1.518, 1.278, 1.917], [-3.072, 1.438, 2.340], [-3.603, 2.660, 1.626], [-3.470, 2.478, 0.068], [-2.056, 2.156, -0.413], [-1.483, 1.073, 0.413], [-0.235, 0.724, 0.018], [-2.308, 1.722, -1.890], [-1.184, 3.531, -0.375], [-1.155, -0.129, 2.491], [0.338, 2.473, 2.019], [-0.041, 1.971, 3.471], [-1.080, 3.351, 2.863], [-3.631, 0.537, 2.091], [-3.269, 1.686, 3.383], [-3.118, 3.601, 1.886], [-4.630, 2.901, 1.900], [-3.622, 3.463, -0.373], [-4.281, 1.792, -0.177], [-2.288, 2.626, -2.499], [-1.545, 1.116, -2.378], [-3.265, 1.209, -1.982], [-0.140, 3.349, -0.630], [-1.542, 4.262, -1.099], [-1.293, 4.059, 0.572], [-1.580, -0.177, 3.494], [-0.073, -0.234, 2.569], [-1.741, -0.856, 1.930], [0.060, 1.566, -0.337]], "de_lowest_ev": 28.006, "charge": -3}



{"formula": "C18H42ClN6O11V", "method": "ωB97M-V/def2-TZVPD", "symbols": ["O", "V", "Cl", "O", "O", "O", "O", "C", "O", "N", "C", "C", "H", "H", "H", "H", "H", "H", "H", "C", "O", "N", "C", "C", "H", "H", "H", "H", "H", "H", "H", "C", "O", "N", "C", "C", "H", "H", "H", "H", "H", "H", "H", "C", "O", "N", "C", "C", "H", "H", "H", "H", "H", "H", "H", "C", "O", "N", "C", "C", "H", "H", "H", "H", "H", "H", "H", "C", "O", "N", "C", "C", "H", "H", "H", "H", "H", "H", "H"], "positions_angstrom": [[-1.093, -1.242, -0.235], [0.034, -0.170, 0.001], [-3.594, -3.359, 0.468], [-3.059, -2.407, 1.491], [-4.785, -2.829, -0.058], [-2.661, -3.738, -0.505], [-3.983, -4.514, 1.195], [2.562, 2.073, 0.298], [1.520, 1.392, -0.004], [2.400, 3.351, 0.805], [1.019, 3.891, 1.035], [3.580, 4.177, 1.199], [3.615, 1.781, 0.165], [0.876, 3.775, 2.110], [0.229, 3.375, 0.490], [1.020, 4.955, 0.797], [4.190, 4.424, 0.330], [3.380, 5.069, 1.794], [4.242, 3.652, 1.886], [-0.344, 0.822, 3.276], [-0.149, 0.677, 2.028], [0.566, 1.056, 4.301], [0.167, 1.054, 5.723], [1.952, 1.392, 3.986], [-1.369, 0.950, 3.656], [0.453, 0.112, 6.192], [-0.913, 1.191, 5.780], [0.684, 1.780, 6.350], [2.260, 2.380, 4.329], [2.507, 0.832, 4.739], [2.309, 1.198, 2.974], [2.315, -2.473, 1.278], [1.412, -1.649, 1.152], [2.202, -3.794, 1.277], [3.406, -4.624, 1.301], [0.934, -4.437, 1.153], [3.345, -2.174, 1.525], [3.326, -5.197, 2.225], [4.375, -4.127, 1.339], [3.422, -5.311, 0.454], [0.166, -3.751, 0.795], [0.841, -5.269, 0.455], [0.623, -4.830, 2.121], [2.234, -1.425, -2.215], [1.404, -0.901, -1.467], [1.918, -2.438, -2.919], [3.100, -2.979, -3.606], [0.661, -3.245, -2.785], [3.145, -0.925, -2.580], [3.069, -4.009, -3.961], [4.000, -2.981, -2.991], [3.252, -2.368, -4.496], [0.801, -3.866, -1.901], [-0.326, -2.788, -2.856], [0.700, -3.927, -3.634], [-0.649, 1.667, -2.911], [-0.527, 1.065, -1.863], [-1.548, 1.119, -3.852], [-1.712, 1.782, -5.192], [-2.199, -0.131, -3.787], [-0.175, 2.602, -3.248], [-1.076, 2.663, -5.284], [-2.731, 2.140, -5.333], [-1.476, 1.010, -5.925], [-3.133, -0.251, -4.335], [-1.625, -0.887, -4.323], [-2.416, -0.388, -2.750], [-2.542, 2.366, 0.468], [-2.021, 1.210, 0.304], [-3.891, 2.435, 0.333], [-4.475, 3.744, 0.346], [-4.753, 1.348, -0.071], [-2.043, 3.313, 0.725], [-5.496, 3.796, 0.724], [-4.604, 4.217, -0.627], [-3.982, 4.512, 0.943], [-4.414, 1.005, -1.049], [-4.637, 0.455, 0.543], [-5.813, 1.599, -0.091]], "multiplicity": 3, "energy_ha": -3271.02597, "s2": 2.0288}



{"formula": "C18H42F3N3O20S3", "method": "ωB97M-V/def2-TZVPD", "symbols": ["N", "H", "H", "H", "H", "N", "H", "H", "H", "H", "N", "H", "H", "H", "H", "C", "O", "O", "C", "F", "F", "F", "C", "C", "H", "H", "H", "H", "H", "H", "C", "C", "C", "O", "C", "O", "O", "H", "H", "H", "H", "H", "H", "C", "C", "C", "O", "C", "O", "O", "H", "H", "H", "H", "H", "H", "C", "C", "O", "S", "O", "O", "O", "H", "H", "H", "H", "C", "C", "O", "S", "O", "O", "O", "H", "H", "H", "H", "C", "C", "O", "S", "O", "O", "O", "H", "H", "H", "H"], "positions_angstrom": [[-6.164, -13.554, -16.304], [-7.172, -13.509, -16.350], [-5.794, -12.806, -16.873], [-5.922, -14.417, -16.769], [-5.674, -13.620, -15.423], [-7.815, -11.621, -18.938], [-8.253, -10.907, -19.503], [-6.882, -11.392, -18.627], [-8.021, -12.488, -19.413], [-8.396, -11.591, -18.113], [-10.555, -14.374, -17.984], [-10.318, -14.295, -18.963], [-11.520, -14.089, -17.894], [-10.010, -13.652, -17.535], [-10.410, -15.272, -17.545], [-9.299, -11.988, -15.241], [-8.097, -12.058, -14.522], [-8.873, -12.376, -16.495], [-10.299, -12.869, -14.413], [-11.085, -13.393, -15.289], [-9.658, -13.836, -13.690], [-11.024, -12.095, -13.663], [-7.715, -10.928, -13.729], [-6.398, -11.346, -13.309], [-5.897, -10.490, -12.856], [-6.526, -12.078, -12.511], [-5.738, -11.645, -14.123], [-8.262, -10.729, -12.808], [-7.613, -10.024, -14.328], [-9.689, -10.971, -15.191], [-11.914, -9.017, -17.684], [-10.557, -8.464, -17.951], [-10.026, -7.145, -17.277], [-8.617, -7.378, -17.196], [-8.452, -8.739, -17.173], [-7.346, -9.315, -16.911], [-9.552, -9.439, -17.619], [-12.073, -9.357, -16.661], [-12.305, -9.610, -18.511], [-12.616, -8.186, -17.767], [-10.369, -8.378, -19.021], [-10.437, -7.107, -16.268], [-10.349, -6.428, -18.032], [-2.449, -15.468, -10.797], [-3.270, -15.481, -12.134], [-4.453, -14.544, -12.276], [-4.358, -13.929, -13.488], [-3.179, -14.153, -13.965], [-2.676, -13.598, -14.945], [-2.408, -14.867, -13.063], [-1.588, -16.137, -10.795], [-3.183, -15.797, -10.062], [-2.157, -14.431, -10.636], [-3.663, -16.416, -12.532], [-4.336, -13.688, -11.612], [-5.375, -15.109, -12.136], [-9.199, -12.452, -10.610], [-8.125, -13.205, -9.930], [-7.562, -12.288, -8.943], [-7.863, -10.724, -9.213], [-6.628, -10.057, -9.809], [-8.330, -10.144, -7.922], [-9.110, -11.055, -10.218], [-10.161, -12.800, -10.237], [-9.267, -12.641, -11.681], [-7.318, -13.452, -10.621], [-8.266, -14.227, -9.579], [-6.650, -7.597, -12.868], [-7.125, -7.249, -14.258], [-8.336, -6.594, -14.090], [-9.158, -6.950, -12.683], [-9.852, -8.235, -12.828], [-9.749, -5.793, -11.978], [-7.732, -7.209, -11.948], [-5.818, -6.896, -12.806], [-6.381, -8.586, -12.496], [-7.265, -8.107, -14.915], [-6.512, -6.533, -14.804], [-2.821, -10.055, -7.841], [-2.065, -8.923, -8.608], [-1.986, -9.448, -9.954], [-3.344, -10.377, -10.389], [-2.873, -11.664, -10.995], [-4.155, -9.442, -11.189], [-3.746, -10.627, -8.733], [-3.309, -9.670, -6.946], [-2.069, -10.759, -7.484], [-1.061, -8.659, -8.277], [-2.704, -8.049, -8.484]], "multiplicity": 2, "energy_ha": -3873.73976, "s2": 0.7505, "charge": 1}